Entry from the Open Molecules 2025 dataset: C17H22N9O8P2Pt as an isolated structure (wB97M-V/def2-TZVPD).

Last column: Löwdin charge in e.
Atoms and positions in Å:
Pt: -0.561 -0.936 -1.737  1.10
N: 0.193 -4.150 2.342  0.15
C: 0.178 -3.019 1.329  -0.50
C: 1.593 -2.776 0.820  -0.09
P: -0.316 -1.555 2.398  0.30
O: -1.919 -1.690 2.542  -0.14
O: 0.254 -1.959 3.724  -0.32
O: 0.066 -0.317 1.677  -0.30
P: -1.038 -3.601 0.082  0.33
O: -0.062 -4.527 -0.779  -0.15
O: -2.071 -4.382 0.808  -0.30
O: -1.552 -2.435 -0.762  -0.47
H: 0.386 -3.657 3.250  0.11
H: 0.880 -4.862 2.105  0.16
H: -0.753 -4.564 2.331  0.13
H: 2.245 -2.478 1.644  0.09
H: 1.576 -1.956 0.104  0.06
H: 1.992 -3.661 0.323  0.08
H: -2.378 -1.477 1.721  0.04
H: -0.466 -5.168 -1.389  0.05
O: 0.984 -3.110 -6.167  -0.09
N: 0.612 -4.201 -5.755  -0.08
C: 0.321 -4.271 -4.411  -0.30
C: -0.176 -5.485 -3.873  -0.22
N: -0.607 -6.427 -3.362  0.13
C: 0.392 -3.178 -3.544  -0.13
N: 0.460 -2.286 -2.811  0.02
N: 0.259 0.591 -2.711  -0.05
C: 1.293 1.144 -2.800  -0.34
N: 2.309 1.895 -2.871  0.07
C: 3.245 1.771 -3.803  -0.40
N: 4.116 1.744 -4.562  0.09
C: 2.132 2.522 1.250  -0.06
C: 0.825 2.700 2.005  -0.20
N: 0.017 3.821 1.523  -0.05
C: 0.540 5.167 1.737  -0.20
C: 1.007 5.824 0.446  -0.07
C: -1.235 3.730 1.026  -0.41
O: -1.947 4.712 0.842  0.06
C: -1.794 2.387 0.638  -0.08
C: -3.120 2.107 0.929  0.02
C: -3.679 0.929 0.467  -0.03
C: -2.912 0.081 -0.308  -0.12
N: -1.637 0.360 -0.604  -0.11
C: -1.084 1.482 -0.132  -0.07
H: 2.634 1.630 1.625  0.08
H: 2.797 3.379 1.378  0.07
H: 1.970 2.384 0.180  0.06
H: 1.037 2.882 3.063  0.13
H: 0.253 1.779 1.957  0.07
H: 1.366 5.076 2.444  0.11
H: -0.240 5.772 2.201  0.12
H: 1.785 5.231 -0.036  0.07
H: 1.407 6.819 0.651  0.07
H: 0.170 5.928 -0.244  0.07
H: -3.699 2.818 1.503  0.13
H: -4.705 0.667 0.685  0.11
H: -3.296 -0.849 -0.703  0.11
H: -0.050 1.646 -0.386  0.10

Relative energy (zero: lowest compared OMol25 entry of this formula, charge and spin)   0.00 kJ/mol
HOMO-LUMO gap   8.1121 eV
HOMO level   -0.2289 Ha
Charge   -1
LUMO energy   1.88 eV

---

Entry from the Open Molecules 2025 dataset: one molecule with the formula C17H22O5 (wB97M-V/def2-TZVPD).

Last column: Löwdin charge in e.
Atoms and positions in Å:
C: 1.282 4.112 -4.392  0.10
C: 2.508 3.904 -3.925  -0.26
C: 2.779 3.816 -2.463  -0.46
O: 3.844 3.491 -1.996  0.12
O: 1.714 4.145 -1.719  -0.02
C: 1.871 4.061 -0.305  -0.17
C: 1.703 2.629 0.201  -0.17
C: 0.308 2.086 -0.102  -0.20
C: 0.162 0.598 0.212  -0.21
C: 0.284 0.284 1.702  -0.17
C: -0.039 -1.179 1.992  -0.21
O: -1.411 -1.384 1.714  -0.04
C: -1.945 -2.615 1.865  -0.26
C: -1.247 -3.745 2.293  0.00
C: -1.897 -4.957 2.411  -0.01
C: -3.251 -5.069 2.107  -0.15
C: -3.949 -3.936 1.680  0.00
C: -3.307 -2.728 1.561  0.01
H: -3.831 -1.844 1.233  0.12
H: -4.999 -4.034 1.448  0.12
C: -3.973 -6.346 2.222  -0.49
O: -5.144 -6.502 1.974  0.10
O: -3.200 -7.366 2.640  0.10
H: -3.736 -8.172 2.693  0.13
H: -1.354 -5.828 2.741  0.12
H: -0.198 -3.686 2.536  0.10
H: 0.577 -1.832 1.358  0.13
H: 0.168 -1.410 3.046  0.13
H: 1.296 0.486 2.054  0.11
H: -0.411 0.908 2.265  0.12
H: -0.819 0.261 -0.127  0.11
H: 0.919 0.036 -0.339  0.12
H: 0.099 2.240 -1.163  0.11
H: -0.432 2.652 0.468  0.12
H: 1.891 2.630 1.275  0.12
H: 2.457 2.002 -0.278  0.12
H: 1.097 4.714 0.105  0.13
H: 2.862 4.439 -0.034  0.13
C: 3.714 3.719 -4.790  -0.05
H: 4.426 4.523 -4.608  0.09
H: 3.442 3.710 -5.841  0.08
H: 4.212 2.786 -4.532  0.09
H: 0.441 4.236 -3.733  0.07
H: 1.086 4.164 -5.450  0.07

Relative energy (zero: lowest compared OMol25 entry of this formula, charge and spin)   0.00 kJ/mol
HOMO-LUMO gap   9.5751 eV
HOMO level   -0.3252 Ha
SMILES   C=C(C)C(=O)OCCCCCCOc1ccc(C(=O)O)cc1
LUMO energy   0.73 eV

---

Entry from the Open Molecules 2025 dataset: C17H23BaCl5NO2P2 as an isolated structure in a non-equilibrium geometry (wB97M-V/def2-TZVPD).

Last column: Löwdin charge in e.
Atoms and positions in Å:
Ba: 0.352 1.185 0.190  1.69
P: 2.605 -1.024 0.402  0.77
C: 2.412 -0.755 -1.429  -0.36
C: 1.149 -1.343 -2.058  -0.34
N: -0.047 -0.891 -1.605  -0.01
C: -1.186 -1.412 -2.111  -0.31
C: -1.163 -2.383 -3.114  -0.02
C: 0.058 -2.829 -3.613  -0.02
C: 1.229 -2.295 -3.079  -0.01
C: -2.540 -0.963 -1.568  -0.30
P: -2.575 0.672 -0.700  0.73
H: 2.220 -2.604 -3.417  0.12
H: -2.112 -2.765 -3.487  0.12
H: 0.104 -3.581 -4.400  0.12
H: -3.280 -0.930 -2.388  0.10
H: -2.890 -1.708 -0.828  0.10
H: 2.419 0.382 -1.615  0.04
H: 3.302 -1.170 -1.925  0.09
H: 1.411 3.014 -1.530  0.01
O: 1.934 2.170 -1.810  -0.25
H: 2.279 2.319 -2.704  0.08
H: 0.540 3.791 0.347  -0.04
O: 0.318 3.692 -0.643  -0.25
H: -0.117 4.522 -0.909  0.11
C: -2.806 1.763 -2.153  -0.29
H: -3.748 1.521 -2.664  0.05
H: -2.841 2.806 -1.808  0.04
H: -1.969 1.656 -2.857  0.05
C: -4.256 0.656 0.001  -0.27
H: -4.345 1.533 0.659  0.05
H: -5.027 0.707 -0.779  0.05
H: -4.392 -0.247 0.614  0.05
C: 2.344 -2.828 0.555  -0.27
H: 3.264 -3.377 0.307  0.05
H: 2.072 -3.025 1.604  0.04
H: 1.517 -3.168 -0.082  0.04
C: 4.423 -0.912 0.598  -0.28
H: 4.617 -0.702 1.661  0.04
H: 4.920 -1.854 0.324  0.05
H: 4.834 -0.081 0.006  0.05
Cl: -0.994 -1.568 2.299  0.62
C: -0.719 -0.181 3.340  -0.74
C: -0.365 1.011 2.772  -0.43
C: -0.075 2.149 3.458  -0.69
Cl: 0.423 3.602 2.533  0.63
C: -0.160 2.124 4.870  -0.71
Cl: 0.214 3.523 5.772  0.70
C: -0.550 0.915 5.510  -0.70
Cl: -0.675 0.853 7.207  0.71
C: -0.832 -0.253 4.748  -0.70
Cl: -1.295 -1.715 5.499  0.70

Relative energy (zero: lowest compared OMol25 entry of this formula, charge and spin)   48.20 kJ/mol
HOMO-LUMO gap   7.8129 eV
HOMO level   -0.3897 Ha
Charge   +1
LUMO energy   -2.79 eV

---

Entry from the Open Molecules 2025 dataset: C17H23CeF5NO2P2 as an isolated structure in a non-equilibrium geometry (wB97M-V/def2-TZVPD).

Last column: Löwdin charge in e.
Atoms and positions in Å:
Ce: -1.588 0.799 -0.378  1.44
P: 1.800 1.995 1.696  0.71
C: 2.551 1.007 0.341  -0.18
C: 1.939 -0.243 -0.296  -0.22
N: 0.611 -0.342 -0.616  0.01
C: 0.187 -1.435 -1.303  -0.32
C: 1.049 -2.447 -1.708  0.01
C: 2.395 -2.347 -1.400  0.02
C: 2.827 -1.235 -0.691  0.02
C: -1.306 -1.596 -1.613  -0.34
P: -2.072 -0.380 -2.831  0.81
H: 3.879 -1.116 -0.433  0.14
H: 0.629 -3.284 -2.264  0.14
H: 3.093 -3.119 -1.713  0.14
H: -1.476 -2.555 -2.122  0.12
H: -1.897 -1.674 -0.661  0.07
H: 2.799 1.692 -0.428  0.10
H: 3.517 0.679 0.760  0.10
H: 4.376 4.593 -3.125  0.00
O: 4.934 4.608 -3.883  -0.04
H: 5.319 3.716 -3.919  0.04
H: 2.114 3.374 1.784  0.07
O: 0.492 2.695 0.764  -0.38
H: 0.799 3.299 0.069  0.06
C: -1.053 -0.563 -4.328  -0.21
H: -1.477 -1.324 -4.997  0.07
H: -1.062 0.408 -4.843  0.06
H: -0.014 -0.819 -4.087  0.06
C: -3.620 -1.223 -3.303  -0.22
H: -4.407 -0.456 -3.331  0.06
H: -3.528 -1.673 -4.301  0.07
H: -3.903 -1.991 -2.572  0.07
C: 0.612 1.114 2.742  -0.16
H: 1.063 0.858 3.711  0.07
H: -0.276 1.731 2.941  0.07
H: 0.287 0.158 2.299  0.04
C: 3.217 1.960 2.962  -0.24
H: 3.051 2.777 3.675  0.06
H: 3.241 1.000 3.493  0.04
H: 4.166 2.136 2.443  0.05
F: -3.528 1.360 1.212  -0.04
C: -3.255 0.162 1.920  -0.21
C: -2.276 -0.686 1.393  -0.18
C: -1.941 -1.803 2.159  -0.21
F: -0.919 -2.616 1.777  0.09
C: -2.591 -2.076 3.356  -0.10
F: -2.259 -3.171 4.070  0.14
C: -3.575 -1.210 3.845  -0.08
F: -4.188 -1.480 5.014  0.16
C: -3.910 -0.065 3.126  -0.11
F: -4.824 0.810 3.595  0.14

Relative energy (zero: lowest compared OMol25 entry of this formula, charge and spin)   0.00 kJ/mol
HOMO-LUMO gap (alpha / beta)   7.5276 / 7.5815 eV
HOMO level (alpha / beta)   -0.5420 / -0.5421 Ha
⟨S²⟩   0.751
Charge   +2
LUMO energy (alpha / beta)   -7.22 / -7.17 eV
Multiplicity   2

---

Entry from the Open Molecules 2025 dataset: C17H23F3KN5S as an isolated structure (wB97M-V/def2-TZVPD).

Last column: Löwdin charge in e.
Atoms and positions in Å:
K: -0.669 -0.010 -0.552  0.60
C: -0.303 -2.220 2.033  -0.22
C: -1.833 -2.167 2.061  -0.21
N: -2.421 -1.141 1.213  -0.12
C: -3.436 -1.580 0.263  -0.22
C: -2.949 -2.615 -0.753  -0.21
N: -1.733 -2.247 -1.448  -0.13
C: -0.660 -3.221 -1.461  -0.21
C: -0.097 -3.510 -0.067  -0.21
N: 0.254 -2.319 0.693  -0.11
H: 0.100 -1.312 2.489  0.11
H: -0.010 -3.070 2.675  0.12
H: -2.230 -3.142 1.772  0.10
H: -2.133 -2.041 3.108  0.12
H: -2.805 -0.394 1.773  0.11
H: -4.326 -2.005 0.759  0.12
H: -3.777 -0.692 -0.276  0.12
H: -2.786 -3.569 -0.247  0.10
H: -3.775 -2.797 -1.451  0.12
H: -1.907 -1.866 -2.367  0.12
H: -0.971 -4.194 -1.884  0.12
H: 0.132 -2.826 -2.102  0.12
H: -0.832 -4.086 0.497  0.10
H: 0.763 -4.179 -0.191  0.12
H: 1.255 -2.194 0.725  0.11
S: -1.548 1.923 -2.634  0.40
C: 0.027 1.523 -3.214  -0.87
C: 0.521 2.235 -4.332  -0.14
C: 1.756 1.938 -4.852  -0.10
C: 2.515 0.925 -4.262  -0.11
C: 1.969 0.282 -3.171  -0.20
N: 0.776 0.558 -2.646  -0.09
H: -0.098 3.007 -4.763  0.09
H: 2.129 2.482 -5.711  0.10
H: 3.490 0.648 -4.638  0.09
H: 2.521 -0.514 -2.675  0.09
F: 1.709 5.155 4.494  0.14
C: 2.524 4.601 3.579  -0.57
F: 2.967 5.589 2.779  0.15
F: 3.601 4.116 4.238  0.14
C: 1.843 3.518 2.798  -0.10
C: 0.522 3.175 3.040  0.02
C: -0.024 2.149 2.287  -0.12
N: 0.635 1.486 1.345  0.01
C: 1.896 1.841 1.110  -0.11
C: 2.548 2.839 1.812  0.02
H: -0.065 3.683 3.789  0.12
H: -1.052 1.851 2.455  0.11
H: 2.410 1.302 0.323  0.12
H: 3.577 3.084 1.589  0.13

Relative energy (zero: lowest compared OMol25 entry of this formula, charge and spin)   19.17 kJ/mol
HOMO-LUMO gap   6.2016 eV
HOMO level   -0.2311 Ha
LUMO energy   -0.09 eV